Record 1
ORCA calculation (ωB97M-V/def2-TZVPD) on a 2-piece molecular cluster, C41H50N overall in a non-equilibrium geometry.

```
92
Properties=species:S:1:pos:R:3:mulliken_charge:R:1
C -4.31897 4.68524 3.94847 -1.6038
C -3.52341 3.64151 3.23379 0.4802
C -2.85395 2.65618 3.95519 -0.8549
C -2.25839 1.55719 3.33992 1.1347
C -1.70004 0.49367 4.25260 -1.9804
C -2.23149 1.47786 1.92998 0.0699
C -1.81116 0.20308 1.17195 1.9345
C -2.91762 -0.86168 1.29099 -1.7676
C -0.36613 -0.36108 1.43701 0.2505
C 0.70176 0.33002 0.67483 0.0161
C 1.78456 1.03546 1.28085 -0.3192
C 1.95512 2.45753 1.07062 0.9515
C 0.95795 3.26794 0.29864 -1.1429
C 3.02561 3.11117 1.65829 -1.0503
C 3.93802 2.44270 2.48006 0.6215
C 5.02429 3.22856 3.13709 -1.5425
C 3.78559 1.06450 2.68265 -1.0531
C 2.72124 0.35792 2.14176 0.9502
C 2.61265 -1.10007 2.45809 -1.2051
C -2.78547 2.55478 1.18930 1.1399
C -2.73338 2.61479 -0.31572 -1.0179
C -3.44265 3.59681 1.84659 -1.0102
H -4.72955 5.40592 3.23978 0.3502
H -5.15501 4.22493 4.48733 0.3303
H -3.72353 5.22262 4.69436 0.3639
H -2.84553 2.69849 5.04455 0.4704
H -1.81797 -0.51446 3.84481 0.3492
H -0.63454 0.66969 4.46448 0.2836
H -2.21988 0.51876 5.22237 0.5059
H -1.77154 0.49070 0.11314 -1.2995
H -3.79855 -0.48856 0.75298 0.3849
H -2.61544 -1.82066 0.84601 0.4199
H -3.23634 -1.04938 2.32676 0.3875
H -0.14896 -0.35134 2.51990 0.3164
H -0.32665 -1.42066 1.10467 0.2932
H 0.46945 0.50682 -0.37872 0.2924
H 1.31376 4.30275 0.18384 0.5284
H 0.76199 2.86060 -0.70180 0.2080
H -0.00918 3.33039 0.81722 0.1077
H 3.13347 4.18934 1.51160 0.4485
H 5.66623 2.58125 3.74406 0.3779
H 5.65270 3.73607 2.38627 0.3551
H 4.59110 4.01778 3.76478 0.3467
H 4.50561 0.53966 3.31750 0.3915
H 3.60625 -1.46713 2.75567 0.4992
H 1.93720 -1.31584 3.30484 0.2789
H 2.27327 -1.68695 1.59808 -0.1112
H -3.13904 3.58354 -0.64366 0.3942
H -1.70548 2.54560 -0.70575 0.1080
H -3.33123 1.82599 -0.80028 0.1877
H -3.91609 4.38138 1.25407 0.3095
C 4.18527 0.08809 -3.86320 -0.5620
C 3.44873 0.97489 -3.06125 -0.7812
C 2.65104 0.48837 -2.02638 0.3664
C 2.44479 -0.89899 -1.87655 -0.6457
C 1.31822 -1.52081 -1.14026 -0.4610
C 0.18706 -1.96448 -1.85448 0.4363
N -0.26701 -3.27337 -1.79770 0.8077
C 0.66703 -4.29136 -1.32794 -0.4658
C 0.02284 -5.63964 -1.00490 -0.7892
C -1.04122 -6.11260 -2.00373 -0.7300
C -1.96413 -4.98315 -2.42662 -0.8571
C -1.18250 -3.74424 -2.85385 -0.5891
C -0.58301 -0.97597 -2.67129 -0.1818
C -0.00117 -0.33086 -3.77186 -0.0636
C -0.69347 0.67734 -4.44243 -0.9438
C -1.97042 1.04872 -4.01919 -0.6762
C -2.60809 0.33745 -2.99227 -1.0857
C -1.91619 -0.66701 -2.31973 0.2273
C 3.32598 -1.76873 -2.57272 -0.2568
C 4.15969 -1.28351 -3.57231 -0.7158
H 4.80414 0.45769 -4.68717 0.4086
H 3.51266 2.05187 -3.24354 0.4494
H 2.19464 1.18261 -1.32981 0.2597
H 1.56998 -2.01073 -0.19891 0.3471
H 1.47465 -4.44757 -2.07146 0.3377
H 1.15675 -3.93043 -0.41584 0.0733
H 0.81882 -6.39159 -0.93600 0.3736
H -0.43896 -5.58091 -0.00903 0.3389
H -0.55228 -6.54666 -2.88595 0.3283
H -1.63366 -6.90497 -1.54004 0.3573
H -2.59846 -5.29609 -3.26230 0.3886
H -2.63661 -4.72057 -1.60208 0.2571
H -1.90975 -2.96862 -3.10636 0.4653
H -0.60402 -3.96921 -3.77422 0.3057
H 0.98741 -0.64329 -4.10135 0.5419
H -0.23500 1.18794 -5.29015 0.4546
H -2.47323 1.90542 -4.47661 0.4367
H -3.64409 0.55972 -2.71630 0.5225
H -2.40008 -1.25211 -1.52466 0.6649
H 3.28356 -2.84246 -2.33033 0.3595
H 4.78945 -1.97160 -4.13116 0.4168
```

LUMO: -4.5 eV
Gap between HOMO and LUMO: 5.71 eV
Charge: +1

***

Record 2
ORCA calculation (ωB97M-V/def2-TZVPD) on C41H51BN7OSV as an isolated structure in a non-equilibrium geometry.

```
103
Properties=species:S:1:pos:R:3:lowdin_spin:R:1
V 0.22080 -0.15480 0.12280 0.9763
C 2.81240 -3.95280 -2.42550 0.0024
C 2.24370 -2.60400 -2.26290 0.0145
C 2.35770 -1.51400 -3.11830 0.0055
C 1.57760 -0.50020 -2.56110 0.0091
N 1.05340 -0.95980 -1.40270 -0.0021
N 1.45480 -2.23510 -1.23500 -0.0025
B 0.98290 -3.05210 -0.01970 -0.0005
N 1.52290 -2.34560 1.23060 0.0003
N 1.09620 -1.09450 1.49020 -0.0245
C 1.65640 -0.69950 2.66260 -0.0019
C 2.45350 -1.73350 3.13880 -0.0016
C 2.34620 -2.76810 2.20690 -0.0051
C 3.00690 -4.08420 2.24320 -0.0011
C 1.37920 0.57210 3.31620 -0.0004
C 2.38590 1.25450 4.00850 -0.0006
C 2.07500 2.36760 4.76610 0.0002
C 0.76140 2.80630 4.85110 -0.0015
C -0.23780 2.15180 4.14690 0.0006
C 0.06330 1.04430 3.37080 -0.0009
N -0.53420 -2.87730 0.02700 -0.0025
N -1.09860 -1.64930 0.01710 0.0036
C -2.44320 -1.83260 0.01710 0.0101
C -2.71240 -3.20350 0.05030 0.0055
C -1.48160 -3.84030 0.04430 0.0180
C -1.18360 -5.28540 0.04400 0.0031
C -3.49150 -0.83300 -0.14620 0.0007
C -4.70400 -0.99450 0.54060 0.0010
C -5.78640 -0.18850 0.24470 -0.0001
C -5.68410 0.77590 -0.75140 0.0014
C -4.48400 0.95450 -1.43060 -0.0001
C -3.39360 0.15860 -1.12810 0.0015
C 1.21150 0.74570 -3.22130 0.0004
C 2.13800 1.42930 -4.01590 0.0009
C 1.73680 2.49110 -4.80400 -0.0001
C 0.39730 2.85120 -4.85160 0.0010
C -0.53450 2.17480 -4.07440 0.0000
C -0.12820 1.14350 -3.24680 0.0011
H 3.44490 -3.98570 -3.30620 -0.0001
H 2.01490 -4.68390 -2.54500 0.0009
H 3.40190 -4.24850 -1.56220 0.0007
H 2.89390 -1.48130 -4.04530 0.0000
H 1.32330 -4.17020 -0.07510 0.0000
H 3.00130 -1.75760 4.05910 -0.0001
H 3.70310 -4.13010 3.07520 0.0000
H 3.55090 -4.28490 1.32320 -0.0003
H 2.27580 -4.88020 2.37340 -0.0004
H 3.40510 0.90290 3.95600 0.0000
H 2.84880 2.87580 5.32010 0.0000
H 0.50650 3.63930 5.48680 -0.0001
H -1.25830 2.48490 4.25660 0.0000
H -0.72720 0.45860 2.89580 0.0002
H -3.67810 -3.66780 0.02650 0.0000
H -2.10470 -5.86100 0.04520 -0.0001
H -0.61410 -5.56120 0.93010 0.0010
H -0.59140 -5.55760 -0.82910 0.0009
H -4.78550 -1.75190 1.30490 0.0000
H -6.72360 -0.33620 0.76120 0.0000
H -6.54080 1.38060 -1.00450 0.0001
H -4.42020 1.68170 -2.22820 0.0000
H -2.48070 0.23250 -1.70720 0.0000
H 3.16710 1.10640 -4.03490 0.0000
H 2.45970 3.01610 -5.41040 0.0000
H 0.07880 3.63580 -5.51750 0.0000
H -1.58000 2.43900 -4.14140 0.0000
H -0.84820 0.56410 -2.67910 0.0001
C 5.21170 0.71470 1.55990 0.0008
C 4.66830 0.78480 0.12450 0.0010
C 5.30940 1.95490 -0.63290 0.0001
C 4.91670 -0.54090 -0.62070 0.0005
C 3.24340 0.93370 0.18310 0.0062
N 2.09300 0.98410 0.23540 -0.0016
H 6.28820 0.57560 1.52490 0.0001
H 4.77820 -0.12140 2.10350 0.0000
H 5.01220 1.63940 2.09490 0.0000
H 6.37940 1.78140 -0.70300 0.0000
H 5.15600 2.89440 -0.10960 0.0000
H 4.91040 2.04390 -1.63970 0.0000
H 5.98220 -0.74930 -0.61540 0.0000
H 4.58620 -0.47280 -1.65400 0.0000
H 4.40270 -1.36910 -0.13540 0.0000
C -4.54700 2.99750 2.12030 -0.0001
C -3.24660 2.28090 1.76060 0.0000
C -2.48070 3.06300 0.70070 -0.0023
S -0.70610 2.68320 0.78970 -0.0011
O -0.57200 1.35630 -0.02330 -0.0161
C 0.01930 4.01150 -0.25030 -0.0012
C -0.55330 4.30100 -1.63350 -0.0001
C -1.70430 5.30380 -1.70190 0.0000
H -5.16250 2.35740 2.74390 0.0000
H -5.11830 3.25970 1.23430 0.0000
H -4.34420 3.90720 2.67920 0.0000
H -3.45980 1.26990 1.41140 0.0001
H -2.63050 2.20290 2.65780 0.0000
H -2.54020 4.12750 0.92360 -0.0003
H -2.83780 2.85870 -0.30630 0.0000
H 1.07060 3.72490 -0.32310 0.0000
H -0.04870 4.88210 0.40690 -0.0001
H -0.83970 3.36610 -2.11310 0.0000
H 0.27360 4.70860 -2.21760 0.0000
H -2.67080 4.86040 -1.48580 0.0000
H -1.75070 5.71920 -2.70630 0.0000
H -1.55010 6.13590 -1.02160 0.0000
```

LUMO (spin up / spin down): -10.7 / -10.0 eV
Expectation value of S²: 0.762
Gap between HOMO and LUMO (spin up / spin down): 5.41 / 6.06 eV
2S+1: 2
Charge: +3

***

Number 1: electronic energy -1646.76715 a.u.. Number 2: electronic energy -3417.73887 a.u..